No. 1
Below is C34H54MnN3O2P2 as an isolated structure in a non-equilibrium geometry, with properties calculated with the ωB97M-V functional and the def2-TZVPD basis.

Summary:
- Charge: +3
- HOMO-LUMO gap (alpha / beta): 7.380 / 4.392 eV
- Spin multiplicity: 4
- LUMO (alpha / beta): -9.650 / -12.672 eV
- Maximum force: 9.989 eV/Å
- HOMO level (alpha / beta): -0.626 / -0.627 Eh

Each line ends with the Mulliken charge.
Element x y z (Å)
1 C 2.3034 -1.1074 1.1410  0.016
2 C 1.8488 1.2026 1.0029  -1.168
3 C 3.5145 -0.8380 1.7621  -0.910
4 C 3.0631 1.5247 1.5876  -0.627
5 C 3.9092 0.4798 1.9618  -1.348
6 H 4.1321 -1.6842 2.0433  0.642
7 H 3.3043 2.5775 1.7469  0.703
8 H 4.8752 0.7086 2.3920  0.524
9 N 1.4685 -0.0889 0.8329  1.345
10 P 0.7550 -2.4061 -0.7553  -0.880
11 P -0.9304 1.7425 0.8382  0.298
12 C 1.8837 -2.4984 0.7179  -1.789
13 H 2.7639 -3.1167 0.4989  0.915
14 H 1.3489 -3.0035 1.5402  0.633
15 C -1.6360 -0.8115 -1.1981  0.727
16 O -2.5696 -1.0553 -1.8844  -0.332
17 C 0.8790 2.2006 0.4045  -1.129
18 H 1.1041 3.2356 0.6844  2.039
19 C -1.9359 3.0754 -0.1125  2.059
20 C -1.1112 2.0335 2.6956  2.313
21 C 1.9135 -2.1877 -2.2410  1.894
22 C -0.0338 -4.1377 -0.7624  2.882
23 C -2.5445 2.4224 -1.3686  -1.712
24 H -3.3374 1.7044 -1.1233  0.273
25 H -2.9996 3.2245 -1.9698  0.624
26 H -1.7918 1.9296 -1.9952  0.172
27 C -3.0970 3.6356 0.7259  -1.648
28 H -3.8231 2.8626 1.0112  0.306
29 H -2.7525 4.1634 1.6244  0.318
30 H -3.6311 4.3700 0.1006  0.586
31 C -1.0662 4.2561 -0.5799  -1.450
32 H -1.7475 5.0699 -0.8754  0.659
33 H -0.4063 4.6517 0.2008  0.155
34 H -0.4620 3.9898 -1.4572  0.250
35 C -2.5669 1.6690 3.0708  -1.633
36 H -3.0230 0.9889 2.3364  0.199
37 H -2.5870 1.1576 4.0435  0.425
38 H -3.1977 2.5589 3.1699  0.458
39 C -0.1523 1.0854 3.4510  -1.591
40 H -0.2159 0.0557 3.0718  -0.138
41 H 0.8908 1.4277 3.3884  0.400
42 H -0.4405 1.0644 4.5165  0.723
43 C -0.7658 3.4981 3.0322  -1.521
44 H -0.4302 4.0879 2.1667  0.326
45 H -1.6245 4.0072 3.4905  0.469
46 H 0.0433 3.5232 3.7781  0.329
47 C -0.9891 -4.2369 -1.9677  -1.701
48 H -1.7740 -4.9710 -1.7301  0.483
49 H -1.4987 -3.2851 -2.1802  0.227
50 H -0.4770 -4.5913 -2.8716  0.383
51 C -0.8769 -4.3351 0.5104  -1.836
52 H -0.2959 -4.2096 1.4338  0.347
53 H -1.7476 -3.6683 0.5345  0.123
54 H -1.2579 -5.3705 0.5052  0.745
55 C 1.0228 -5.2614 -0.8018  -1.538
56 H 0.6583 -6.1065 -0.1986  0.395
57 H 1.1720 -5.6463 -1.8190  0.437
58 H 1.9892 -4.9664 -0.3700  0.306
59 C 2.7128 -0.8532 -2.1762  -1.499
60 H 3.7714 -1.0432 -2.4180  0.483
61 H 2.2899 -0.1006 -2.8628  0.254
62 H 2.7210 -0.4032 -1.1773  0.153
63 C 1.0306 -2.2069 -3.5038  -1.728
64 H 0.1684 -1.5261 -3.4305  0.280
65 H 1.6426 -1.8597 -4.3481  0.526
66 H 0.6795 -3.2222 -3.7348  0.316
67 C 2.9395 -3.3199 -2.3163  -1.691
68 H 3.5578 -3.3800 -1.4101  0.385
69 H 2.4739 -4.2898 -2.5197  0.315
70 H 3.6081 -3.0887 -3.1584  0.550
71 Mn -0.2258 -0.2903 -0.3242  0.295
72 N 0.3048 0.9244 -1.5965  -0.204
73 C 0.9237 1.9516 -1.1288  0.395
74 C 1.7059 2.8080 -2.0223  0.264
75 C 1.3758 2.8173 -3.3856  -0.055
76 C 2.7622 3.5898 -1.5429  -0.323
77 C 2.0416 3.6854 -4.2479  -0.788
78 H 0.5933 2.1438 -3.7422  0.480
79 C 3.4468 4.4293 -2.4177  -0.714
80 H 3.0398 3.5129 -0.4887  0.394
81 C 3.0873 4.4910 -3.7704  -0.521
82 H 1.7538 3.7409 -5.2983  0.486
83 H 4.2636 5.0370 -2.0278  0.511
84 H 3.6234 5.1687 -4.4387  0.472
85 C -4.0867 -1.6562 1.3388  -0.591
86 N -3.2919 -2.0687 2.4947  0.287
87 C -3.9412 -2.7431 3.6019  -0.865
88 C -1.9664 -1.8802 2.5245  -0.875
89 O -1.3559 -1.3328 1.5758  -0.314
90 H -5.1304 -1.7792 1.6185  0.473
91 H -3.8990 -2.2672 0.4431  0.204
92 H -3.9219 -0.6014 1.0790  0.068
93 H -3.5587 -3.7686 3.7132  0.335
94 H -3.7415 -2.1912 4.5299  0.338
95 H -5.0117 -2.7616 3.3930  0.301
96 H -1.4329 -2.2671 3.4248  0.447

---

No. 2
Below is C12H6CrNO5 as an isolated structure in a non-equilibrium geometry, with properties calculated with the ωB97M-V functional and the def2-TZVPD basis.

Summary:
- Charge: +2
- HOMO-LUMO gap (alpha / beta): 7.350 / 3.003 eV
- Spin multiplicity: 4
- LUMO (alpha / beta): -8.442 / -12.404 eV
- Maximum force: 5.946 eV/Å
- HOMO level (alpha / beta): -0.580 / -0.566 Eh

Each line ends with the Mulliken charge.
Element x y z (Å)
1 O 0.6256 1.7116 -4.4625  -0.190
2 C -0.3229 1.3309 -3.9127  0.178
3 Cr -2.6253 0.1315 -1.1502  -0.507
4 O -1.3030 2.7531 0.1184  -0.204
5 C -1.8133 1.8787 -0.4430  0.485
6 C -3.4303 -0.3401 0.4661  0.421
7 O -3.8517 -0.8051 1.4306  -0.212
8 C -3.3089 -1.8258 -1.7284  0.352
9 O -3.9203 -2.7394 -2.1214  -0.137
10 C -4.0591 1.0243 -2.2034  0.456
11 O -4.9591 1.3898 -2.8424  -0.133
12 H -1.3731 -0.0863 -2.0862  0.405
13 N -0.7339 -0.2503 -0.4512  -0.187
14 C 0.3366 -0.4184 0.0034  -0.018
15 C 1.4773 -0.4034 0.7841  0.537
16 C 2.5389 0.4665 0.4985  -0.123
17 C 3.6627 0.5100 1.3150  -0.430
18 C 3.7537 -0.3126 2.4476  -0.431
19 C 2.6759 -1.1741 2.7542  -0.433
20 C 1.5503 -1.2071 1.9381  -0.131
21 H 2.4760 1.1146 -0.3769  0.518
22 H 4.4991 1.1988 1.0791  0.426
23 H 4.6459 -0.2754 3.1105  0.418
24 H 2.7421 -1.8132 3.6486  0.440
25 H 0.7168 -1.8586 2.1839  0.501

---

No. 3
Below is C37H116AlB2O45 as an isolated structure in a non-equilibrium geometry, with properties calculated with the ωB97M-V functional and the def2-TZVPD basis.

Summary:
- Charge: +1
- Energy relative to the best compared isomer or geometry (same formula, charge and spin): 0.00 kJ/mol
- HOMO-LUMO gap: 0.766 eV
- Spin multiplicity: 1
- LUMO: -3.391 eV
- Maximum force: 7.723 eV/Å
- HOMO level: -0.153 Eh

Each line ends with the Mulliken charge.
Element x y z (Å)
1 Al 1.2851 0.0453 -3.2680  -4.561
2 O -1.4848 3.0974 -1.6335  -0.470
3 C -0.9337 2.4752 -0.8409  0.025
4 O -0.9071 2.7223 0.4226  -0.418
5 B -0.4196 1.4441 1.0798  0.228
6 O 0.3368 0.6404 -0.0660  0.097
7 C -0.0412 1.2670 -1.1597  0.587
8 O 0.0544 0.9902 -2.3446  0.245
9 O -1.5483 0.6317 1.4071  -0.067
10 C -1.4782 0.3363 2.7332  0.482
11 O -2.1302 -0.5051 3.2435  -0.714
12 C -0.1932 0.9983 3.2701  0.045
13 O 0.2764 1.7084 2.2215  0.274
14 O 0.4921 0.7368 4.2221  -0.641
15 O 3.6759 -10.4108 -15.0510  -0.512
16 C 3.0436 -11.4520 -15.0601  0.546
17 O 3.4110 -12.5929 -14.3807  -0.232
18 B 2.2967 -13.4181 -14.4058  -0.008
19 O 1.2937 -12.9443 -15.2302  -0.296
20 C 1.6062 -11.6939 -15.5608  0.582
21 O 0.9521 -10.8386 -16.0991  -0.502
22 O 2.4241 -14.6675 -13.8052  0.450
23 C 3.4654 -14.7222 -12.9986  -0.434
24 O 4.1341 -14.4359 -12.1356  0.101
25 C 5.5337 -2.7618 -4.1242  0.912
26 O 6.6249 -2.2930 -3.8780  -0.421
27 O 4.4368 -3.2362 -4.3779  -0.468
28 C -6.8842 -0.4465 -2.4346  -0.537
29 O -6.0029 0.1651 -3.3791  -0.564
30 H -7.9030 -0.2805 -2.7280  0.429
31 H -6.6792 -1.4711 -2.5389  0.257
32 H -6.8156 -0.0394 -1.3946  0.106
33 H -6.3080 1.0400 -3.6643  0.283
34 C 4.6570 9.0305 -0.0459  -0.696
35 O 3.9277 7.7909 0.1628  -0.472
36 H 5.7365 8.8062 0.0210  0.271
37 H 4.3280 9.3398 -1.0201  0.230
38 H 4.4472 9.7451 0.7603  0.281
39 H 3.7794 7.5960 1.0960  0.290
40 C -5.7897 -1.8541 1.6469  -0.613
41 O -4.5472 -1.2142 1.8834  -0.094
42 H -6.6296 -1.4937 2.2365  0.303
43 H -6.0620 -1.6592 0.5878  0.043
44 H -5.6880 -2.8819 1.8802  0.290
45 H -4.2773 -1.3422 2.7779  0.167
46 C -3.2621 0.2049 7.3028  -0.560
47 O -3.8906 0.8533 6.2142  -0.399
48 H -3.8746 -0.5628 7.7916  0.288
49 H -2.3735 -0.2230 6.8019  0.144
50 H -2.9274 0.9646 8.1010  0.259
51 H -4.6909 1.3542 6.5438  0.230
52 C 3.9692 -1.0457 0.6403  -0.888
53 O 4.1942 -0.1940 -0.4479  -0.597
54 H 4.0192 -2.0921 0.2715  0.364
55 H 4.7225 -0.8941 1.3697  0.467
56 H 2.9973 -0.9717 1.1557  0.218
57 H 4.2156 0.5797 0.0885  0.231
58 C -1.2203 2.3109 -5.4533  0.020
59 O -0.6709 3.3891 -6.2153  -0.621
60 H -0.8650 2.3708 -4.4104  -0.157
61 H -2.2835 2.2798 -5.4965  0.355
62 H -0.8165 1.3047 -5.7691  0.044
63 H -0.4233 4.0247 -5.4794  0.415
64 C 2.5106 1.2008 -7.9136  -0.496
65 O 2.4317 2.4022 -7.2373  -0.479
66 H 3.3443 1.3274 -8.6149  0.308
67 H 2.6091 0.3233 -7.2711  0.091
68 H 1.7320 0.9536 -8.6417  0.312
69 H 1.5007 2.7995 -7.2433  0.313
70 C 5.7824 -3.4937 5.3823  -0.700
71 O 5.1534 -2.2758 4.9577  -0.366
72 H 6.5754 -3.6990 4.6565  0.280
73 H 6.1932 -3.4714 6.3668  0.310
74 H 5.0450 -4.2741 5.3105  0.240
75 H 4.8307 -1.7053 5.6566  0.236
76 C 1.1496 7.8476 3.1224  -0.540
77 O 2.2483 7.2057 2.3988  -0.591
78 H 1.6317 8.6097 3.6986  0.296
79 H 0.5030 8.3050 2.3388  0.254
80 H 0.6199 7.1331 3.7598  0.062
81 H 1.9062 6.7492 1.6240  0.557
82 C 7.2129 -0.0229 6.2637  -0.530
83 O 6.0437 -0.2245 7.0674  -0.516
84 H 8.0901 -0.3252 6.7863  0.332
85 H 7.0873 -0.7667 5.5012  0.144
86 H 7.2436 0.8988 5.7468  0.319
87 H 5.9607 0.3920 7.8093  0.274
88 C -5.4435 2.1007 2.5924  -0.537
89 O -4.9998 2.6379 3.8031  -0.555
90 H -6.3423 1.4894 2.7667  0.407
91 H -5.8568 2.9344 1.9852  0.337
92 H -4.7390 1.5312 1.9968  0.069
93 H -4.6510 1.9267 4.3551  0.346
94 C 1.9506 4.4733 4.6526  -0.395
95 O 2.5791 4.5380 3.4091  -0.355
96 H 2.6603 4.6803 5.4098  0.454
97 H 1.1284 5.2601 4.7051  -0.035
98 H 1.5215 3.4999 4.7579  0.087
99 H 2.9437 5.4478 3.2586  0.232
100 C 2.1902 -2.1836 -1.7827  0.171
101 O 2.1716 -0.8218 -1.8441  2.451
102 H 3.1326 -2.4753 -1.2316  0.193
103 H 1.1926 -2.5134 -1.3025  -0.436
104 H 2.2105 -2.4972 -2.8405  -0.174
105 H 2.8452 -0.3032 -1.3911  0.188
106 C 0.8791 -1.7640 -5.0310  -0.747
107 O 0.3060 -1.1283 -3.9354  0.734
108 H 0.1987 -2.4563 -5.5350  0.373
109 H 1.2269 -1.0750 -5.8670  0.047
110 H 1.7620 -2.3892 -4.8856  0.141
111 H -1.0683 -1.9859 -2.9859  0.472
112 C -2.5579 -2.4552 11.3771  -0.518
113 O -2.0672 -2.8336 10.1334  -0.487
114 H -3.5578 -2.8202 11.5793  0.270
115 H -1.9010 -2.7947 12.2221  0.223
116 H -2.6067 -1.3875 11.3982  0.209
117 H -2.5147 -3.5679 9.7287  0.304
118 C 3.7196 7.0368 -3.0673  -0.717
119 O 3.3466 6.1751 -1.9871  -0.312
120 H 3.6922 8.0526 -2.7285  0.226
121 H 4.6589 6.7050 -3.5613  0.243
122 H 2.8921 7.0231 -3.7952  0.203
123 H 3.4975 6.6331 -1.1359  0.429
124 C 4.2717 1.5622 3.3083  -0.625
125 O 3.6173 1.9837 2.1451  -0.173
126 H 4.7047 2.4000 3.8789  0.332
127 H 3.5400 1.1303 4.0540  0.195
128 H 5.0607 0.8114 3.0738  0.255
129 H 2.9367 2.5836 2.4353  -0.025
130 C -4.5192 1.7831 -0.7328  -0.521
131 O -3.7183 0.6396 -0.9900  0.197
132 H -4.3691 2.4590 -1.6023  0.220
133 H -5.5791 1.6242 -0.6372  0.245
134 H -4.0899 2.3098 0.1184  -0.104
135 H -3.7235 0.0715 -0.2214  0.000
136 C -1.5731 5.8120 -3.5735  -0.647
137 O -0.4764 4.9504 -3.6655  -0.533
138 H -2.2051 5.7010 -4.4426  0.333
139 H -2.2763 5.4364 -2.7806  0.147
140 H -1.3536 6.8845 -3.4080  0.236
141 H -0.3099 4.4909 -2.8417  0.219
142 C -2.1175 4.3877 4.4271  -0.718
143 O -2.4521 3.4451 3.3895  -0.033
144 H -2.7971 4.4809 5.2444  0.349
145 H -1.1911 4.0240 4.8669  0.173
146 H -1.9349 5.3749 3.9979  0.202
147 H -3.4250 3.5022 3.1882  0.183
148 C -0.9135 5.9879 0.3127  -0.216
149 O 0.4680 5.7066 0.7018  -0.133
150 H -0.8388 6.8012 -0.3781  0.293
151 H -1.2840 5.1059 -0.1549  -0.284
152 H -1.4976 6.2580 1.1858  0.258
153 H 0.2712 4.9549 1.2687  -0.069
154 C -4.3334 -6.4823 4.4937  -0.330
155 O -3.1953 -6.1324 5.2012  -0.514
156 H -5.0647 -6.6988 5.2733  0.252
157 H -4.6578 -5.6206 3.8842  0.088
158 H -4.1598 -7.3752 3.8408  0.217
159 H -2.4612 -5.9564 4.6402  0.282
160 C -1.3207 -3.1541 -1.3820  -0.677
161 O -1.7307 -2.4008 -2.5834  -0.591
162 H -0.9198 -2.4288 -0.5921  0.062
163 H -2.2271 -3.5746 -1.0099  0.568
164 H -0.5193 -3.8884 -1.6668  0.388
165 H -3.2915 -1.9211 -3.1385  0.603
166 C 3.7057 1.1221 -3.9405  -0.334
167 O 2.3474 1.1383 -4.2743  1.375
168 H 3.9329 1.6087 -2.9832  0.024
169 H 4.2066 0.0409 -3.7437  -0.017
170 H 4.2717 1.5902 -4.7674  0.601
171 H 2.1763 1.6383 -5.1135  0.144
172 C -0.8846 -4.1931 1.7078  -0.296
173 O -0.3627 -5.0002 2.7030  -0.604
174 H -0.0479 -3.5273 1.3287  0.070
175 H -1.1735 -4.8580 0.9131  0.276
176 H -1.6866 -3.5824 2.1095  0.280
177 H 0.3599 -4.4807 3.1248  0.369
178 C -7.4929 -8.8833 3.4806  -0.435
179 O -8.5956 -8.1062 4.0609  -0.512
180 H -6.6933 -8.2298 3.2125  0.117
181 H -7.1336 -9.6953 4.1223  0.254
182 H -7.8529 -9.4300 2.5781  0.277
183 H -9.1847 -8.7400 4.4864  0.299
184 C 1.4330 -2.2139 4.8430  -0.072
185 O 1.7861 -3.2440 3.9684  -0.468
186 H 0.9668 -1.3783 4.3260  -0.170
187 H 0.7583 -2.5403 5.6119  0.331
188 H 2.2597 -1.7766 5.3349  0.160
189 H 2.5678 -3.6942 4.2505  0.189
190 C 2.6749 3.4861 -0.7314  -0.148
191 O 1.9296 3.7764 -1.9127  -0.185
192 H 2.6684 2.3889 -0.5926  -0.274
193 H 3.7463 3.7612 -0.7945  0.681
194 H 2.3272 3.9316 0.2183  -0.120
195 H 2.3440 4.6166 -2.2665  0.230
196 C -3.4891 -1.5332 -5.0689  -0.515
197 O -4.0747 -1.7052 -3.7795  -0.204
198 H -2.7149 -2.3038 -4.9540  0.329
199 H -4.0828 -1.6559 -5.9284  0.383
200 H -3.0099 -0.5959 -5.1867  0.117
201 H -4.4478 -0.9487 -3.2580  0.474